1.
135
Properties=species:S:1:pos:R:3 method="wB97M-V/def2-TZVPD" max_force_ha_per_bohr=0.022 charge=-2 multiplicity=2 orbital_gap_ev="5.4052 / 5.4984" mol_weight_g_mol=1133.09 e_above_lowest_ev=0.000
Cr 0.09 0.76 -0.16
C -3.52 2.40 -3.52
C -2.10 2.29 -2.96
C -1.30 3.51 -3.42
P -1.86 1.94 -1.11
C -3.66 1.66 -0.59
C -4.12 0.24 -0.91
C -3.96 1.99 0.87
C -1.56 3.55 -0.35
C -2.37 4.66 -0.57
C -2.16 5.87 0.06
C -3.09 7.05 -0.14
C -1.05 5.96 0.89
C -0.23 4.88 1.14
C -0.48 3.61 0.56
N 0.23 2.48 0.91
C 0.98 2.59 2.12
C 0.28 2.59 3.35
C -1.23 2.54 3.36
C 0.97 2.60 4.55
C 2.36 2.63 4.59
C 3.09 2.63 5.91
C 3.04 2.69 3.38
C 2.38 2.69 2.15
C 3.18 2.79 0.90
H -3.45 2.49 -4.61
H -4.03 3.30 -3.14
H -4.14 1.53 -3.29
H -1.65 1.40 -3.41
H -0.29 3.51 -3.01
H -1.78 4.43 -3.09
H -1.23 3.52 -4.51
H -4.23 2.37 -1.20
H -3.61 -0.47 -0.26
H -3.89 -0.05 -1.94
H -5.20 0.14 -0.75
H -3.48 1.27 1.53
H -5.04 1.94 1.03
H -3.61 2.99 1.14
H -3.23 4.55 -1.23
H -3.93 6.78 -0.79
H -2.57 7.90 -0.59
H -3.50 7.38 0.81
H -0.82 6.91 1.38
H 0.63 4.99 1.78
H -1.58 1.70 2.76
H -1.66 3.45 2.94
H -1.59 2.43 4.39
H 0.41 2.57 5.48
H 2.97 3.57 6.44
H 4.16 2.46 5.76
H 2.71 1.83 6.56
H 4.12 2.73 3.38
H 4.14 3.28 1.09
H 2.65 3.34 0.12
H 3.39 1.79 0.50
C 0.08 1.65 -7.99
C 0.65 1.79 -6.60
C 1.56 2.80 -6.29
C 2.05 2.94 -5.00
C 1.63 2.08 -4.00
C 0.75 1.05 -4.29
C 0.27 0.91 -5.59
S 2.21 2.39 -2.32
O 3.65 2.40 -2.46
O 1.59 3.64 -1.93
N 1.69 1.21 -1.42
C 2.37 -0.06 -1.70
C 1.35 -1.18 -1.70
O 1.73 -2.33 -1.86
O 0.11 -0.81 -1.57
H 0.36 2.50 -8.61
H -1.00 1.58 -7.96
H 0.46 0.74 -8.47
H 1.88 3.48 -7.07
H 2.75 3.74 -4.75
H 0.43 0.38 -3.50
H -0.43 0.11 -5.82
H 3.14 -0.30 -0.96
H 2.87 -0.06 -2.68
C -1.48 -1.01 3.89
C -0.62 -0.74 2.67
S -1.48 -0.38 1.18
C 0.72 -0.77 2.68
C 1.54 -1.09 3.91
S 1.64 -0.45 1.23
H -2.53 -0.88 3.63
H -1.24 -0.32 4.70
H -1.34 -2.03 4.26
H 0.91 -1.18 4.80
H 2.27 -0.29 4.07
H 2.09 -2.02 3.76
C -2.80 -3.76 1.84
C -2.49 -5.15 1.33
C -2.79 -6.25 2.14
C -2.56 -7.55 1.71
C -2.03 -7.76 0.44
C -1.72 -6.67 -0.36
C -1.92 -5.35 0.07
Sb -1.25 -3.57 -1.08
C 0.28 -4.83 -2.03
C 1.02 -5.61 -1.16
C 2.14 -6.32 -1.58
C 2.54 -6.24 -2.90
C 1.83 -5.43 -3.78
C 0.71 -4.71 -3.36
C 0.05 -3.76 -4.32
C -2.84 -3.81 -2.63
C -3.62 -4.97 -2.65
C -4.70 -5.11 -3.52
C -5.02 -4.08 -4.38
C -4.26 -2.93 -4.37
C -3.17 -2.78 -3.52
C -2.33 -1.52 -3.65
H -3.22 -3.79 2.84
H -3.51 -3.26 1.18
H -1.90 -3.13 1.86
H -3.21 -6.08 3.13
H -2.78 -8.39 2.36
H -1.87 -8.77 0.08
H -1.29 -6.85 -1.34
H 0.74 -5.66 -0.11
H 2.71 -6.92 -0.87
H 3.42 -6.77 -3.25
H 2.17 -5.33 -4.80
H 0.54 -3.77 -5.29
H 0.13 -2.75 -3.90
H -1.01 -4.00 -4.45
H -3.40 -5.79 -1.98
H -5.28 -6.03 -3.51
H -5.87 -4.17 -5.05
H -4.50 -2.12 -5.06
H -1.65 -1.62 -4.49
H -1.74 -1.32 -2.76
H -2.97 -0.66 -3.86

2.
115
Properties=species:S:1:pos:R:3 method="wB97M-V/def2-TZVPD" max_force_ha_per_bohr=0.014 charge=+1 multiplicity=5 orbital_gap_ev="7.6918 / 7.6406" mol_weight_g_mol=1192.83 e_above_lowest_ev=0.579
Cr 0.20 0.50 0.15
C 1.34 -5.05 -0.63
Se 0.05 -3.75 0.04
C 0.79 -3.65 1.83
C 2.02 -2.78 1.92
Se 1.83 -0.84 1.77
C 1.03 -0.54 3.52
H 1.25 -5.98 -0.09
H 2.35 -4.67 -0.56
H 1.10 -5.23 -1.68
H 1.07 -4.67 2.10
H -0.01 -3.33 2.50
H 2.75 -3.04 1.16
H 2.51 -2.89 2.89
H 1.73 -0.87 4.29
H 0.09 -1.07 3.61
H 0.86 0.53 3.62
Se -3.32 -0.81 5.88
P -4.14 0.03 4.15
C -5.69 -0.74 3.59
C -6.84 -0.53 4.34
C -8.03 -1.14 3.98
C -8.08 -1.98 2.87
C -6.93 -2.21 2.13
C -5.73 -1.60 2.49
C -4.53 1.80 4.34
C -5.64 2.40 3.73
C -5.96 3.72 4.01
C -5.19 4.45 4.91
C -4.09 3.86 5.51
C -3.76 2.54 5.23
C -3.00 -0.14 2.74
C -2.38 0.68 1.80
N -1.44 -0.09 1.19
N -1.52 -1.31 1.69
N -2.43 -1.37 2.62
P -2.61 2.33 1.17
Se -1.17 2.66 -0.41
C -2.35 3.50 2.50
C -3.12 4.65 2.63
C -2.76 5.62 3.57
C -1.66 5.42 4.39
C -0.91 4.25 4.28
C -1.25 3.30 3.33
C -4.27 2.50 0.49
C -4.58 3.64 -0.24
C -5.84 3.80 -0.78
C -6.79 2.80 -0.62
C -6.48 1.64 0.07
C -5.21 1.49 0.63
H -6.81 0.10 5.22
H -8.92 -0.98 4.57
H -9.00 -2.46 2.59
H -6.95 -2.88 1.28
H -4.83 -1.80 1.92
H -6.27 1.83 3.07
H -6.83 4.16 3.55
H -5.46 5.47 5.14
H -3.49 4.43 6.21
H -2.93 2.07 5.74
H -3.99 4.81 2.02
H -3.35 6.52 3.67
H -1.39 6.17 5.12
H -0.06 4.09 4.93
H -0.66 2.40 3.24
H -3.82 4.41 -0.40
H -6.08 4.69 -1.35
H -7.78 2.92 -1.05
H -7.21 0.85 0.19
H -4.97 0.57 1.15
C 4.19 1.91 0.94
N 3.87 2.54 -0.33
C 4.83 3.43 -0.96
C 4.08 4.53 -1.68
C 3.18 3.89 -2.71
N 2.45 2.75 -2.16
C 1.30 2.33 -2.93
C 2.73 2.19 -0.96
O 1.98 1.34 -0.42
H 5.00 2.47 1.40
H 4.50 0.87 0.81
H 3.33 1.92 1.60
H 5.48 2.88 -1.65
H 5.47 3.85 -0.17
H 4.77 5.22 -2.17
H 3.49 5.10 -0.96
H 3.75 3.56 -3.58
H 2.44 4.61 -3.07
H 0.46 3.02 -2.81
H 0.98 1.33 -2.65
H 1.58 2.32 -3.99
O -0.13 -0.34 -1.88
S -0.65 -1.58 -2.57
C -2.37 -1.68 -2.12
C -2.97 -2.92 -2.13
C -4.32 -3.02 -1.79
C -5.03 -1.88 -1.44
C -4.40 -0.64 -1.42
C -3.06 -0.53 -1.75
C -0.83 -1.05 -4.27
C -1.17 0.26 -4.57
C -1.28 0.64 -5.89
C -1.06 -0.30 -6.90
C -0.71 -1.60 -6.59
C -0.59 -1.98 -5.26
H -2.41 -3.81 -2.38
H -4.80 -3.99 -1.79
H -6.07 -1.96 -1.18
H -4.96 0.25 -1.14
H -2.55 0.43 -1.71
H -1.34 0.98 -3.77
H -1.55 1.65 -6.15
H -1.15 0.00 -7.94
H -0.53 -2.32 -7.38
H -0.31 -3.00 -5.00